1.
DFT (the ωB97M-V functional and the def2-TZVPD basis) results for a 3-piece molecular cluster, C22H51Br2N3O10P3 overall at a distorted geometry.

Computed properties:
HOMO ... -11.76 eV
Lowest unoccupied orbital energy ... -3.797 eV
Total charge ... +1
Maximum force ... 4.50 eV Å⁻¹

Each line ends with the Mulliken charge.
Positions of all 91 atoms, in Å:
C  0.723  1.798  -0.786  -1.3722
C  0.215  0.615  0.052  0.1936
Br  -0.995  -0.433  -1.034  -0.0673
C  1.442  -0.229  0.510  -0.4724
Br  1.096  -2.117  0.787  -0.0990
N  1.861  0.260  1.821  0.0419
C  2.870  1.043  1.976  -0.2108
N  3.708  1.483  0.965  -0.2246
C  5.026  1.717  1.608  -1.0641
C  4.726  1.217  3.038  -0.5311
C  5.674  1.448  4.200  -0.6097
C  5.770  0.172  5.070  -0.6464
C  6.069  0.443  6.552  -0.4463
O  7.299  -0.205  6.886  -0.5198
N  3.286  1.526  3.231  0.4039
P  2.719  3.206  3.280  0.2761
C  1.881  3.324  4.888  -1.0689
O  4.044  4.147  3.465  -0.5351
H  1.129  2.585  -0.146  0.1713
H  1.527  1.463  -1.443  0.3935
H  -0.085  2.172  -1.405  0.5089
H  -0.316  1.002  0.918  0.3421
H  2.240  -0.151  -0.219  0.5604
H  1.374  -0.020  2.666  0.3720
H  3.330  2.283  0.472  0.2574
H  5.841  1.114  1.210  0.4200
H  5.335  2.750  1.459  0.3178
H  4.744  0.129  2.878  0.7209
H  5.343  2.274  4.829  0.4649
H  6.678  1.670  3.839  0.3110
H  4.794  -0.318  5.020  0.3804
H  6.522  -0.501  4.663  0.3654
H  6.118  1.515  6.749  0.4061
H  5.295  -0.039  7.152  0.2135
H  7.796  0.371  7.475  0.3106
H  2.539  3.823  5.604  0.3441
H  1.008  3.957  4.756  0.3683
H  1.642  2.346  5.301  0.3460
H  3.922  4.913  2.887  0.3624
O  -4.167  -5.720  3.368  -0.7344
P  -3.634  -6.134  2.065  1.0378
O  -4.770  -6.098  0.937  -0.3420
C  -5.551  -4.915  0.756  -0.3308
C  -4.758  -3.796  0.106  -0.8995
O  -3.377  -7.713  2.124  -0.3805
C  -3.608  -8.470  3.316  -0.2855
C  -5.009  -9.041  3.342  -1.0318
O  -2.317  -5.852  1.189  -0.3327
C  -1.422  -4.768  1.480  0.0061
C  -1.103  -4.633  2.958  -1.0414
H  -5.964  -4.590  1.714  0.2761
H  -6.386  -5.199  0.117  0.3193
H  -4.011  -3.396  0.799  0.1406
H  -5.416  -2.976  -0.180  0.4271
H  -4.235  -4.160  -0.779  0.2896
H  -3.411  -7.867  4.201  0.3098
H  -2.877  -9.280  3.309  0.3267
H  -5.753  -8.259  3.191  0.2775
H  -5.206  -9.532  4.296  0.3649
H  -5.139  -9.769  2.541  0.2787
H  -1.837  -3.834  1.088  0.1700
H  -0.508  -4.973  0.921  0.1898
H  -1.986  -4.338  3.528  0.3694
H  -0.336  -3.873  3.114  0.2962
H  -0.748  -5.582  3.363  0.3011
O  -2.973  4.276  -6.081  -0.7314
P  -1.597  3.975  -6.492  1.0411
O  -0.642  5.246  -6.255  -0.3503
C  -0.620  5.881  -4.980  -0.4205
C  0.095  5.046  -3.932  -0.7691
O  -1.564  3.922  -8.091  -0.3848
C  -2.751  4.086  -8.875  -0.2904
C  -2.957  5.533  -9.267  -1.0282
O  -0.549  2.772  -6.328  -0.3064
C  -0.741  1.713  -5.374  0.1161
C  -2.156  1.172  -5.342  -1.1767
H  -1.639  6.111  -4.659  0.2829
H  -0.098  6.826  -5.121  0.3208
H  -0.498  4.165  -3.668  0.0662
H  0.252  5.626  -3.022  0.4425
H  1.060  4.703  -4.309  0.3058
H  -3.619  3.692  -8.348  0.3133
H  -2.612  3.475  -9.768  0.3273
H  -2.940  6.181  -8.390  0.2750
H  -3.911  5.660  -9.778  0.3649
H  -2.157  5.865  -9.930  0.2789
H  -0.441  2.061  -4.380  -0.0209
H  -0.048  0.922  -5.658  0.2979
H  -2.859  1.920  -4.968  0.3708
H  -2.211  0.304  -4.683  0.3747
H  -2.485  0.880  -6.339  0.3135


2.
DFT (the ωB97M-V functional and the def2-TZVPD basis) results for an isolated ion of composition C6H9N2O and charge +1 at a distorted geometry.

Computed properties:
HOMO ... -13.99 eV
Lowest unoccupied orbital energy ... -6.051 eV
Total charge ... +1
Energy relative to the best compared isomer or geometry (same formula, charge and spin) ... 113.01 kcal per mole
Maximum force ... 3.87 eV Å⁻¹

Each line ends with the Mulliken charge.
Positions of all 18 atoms, in Å:
C  -1.085  0.512  0.072  0.4106
C  -1.044  -0.749  0.161  0.4896
C  0.280  1.436  -0.005  0.5692
C  3.196  -0.833  0.036  -0.2155
C  -2.184  1.553  -0.192  -1.2071
C  -1.207  -2.163  0.015  -1.0095
N  1.499  0.823  -0.025  0.1519
N  2.008  -0.461  -0.207  -0.6295
O  0.150  2.610  0.104  -0.4793
H  3.910  -0.166  0.497  0.2347
H  3.317  -1.813  -0.226  0.2799
H  -2.754  1.166  -1.085  0.3548
H  -1.773  2.458  -0.489  0.3942
H  -2.578  1.741  0.781  0.3745
H  -0.846  -2.775  0.867  0.3589
H  -0.962  -2.465  -0.955  0.2826
H  -2.218  -2.254  0.424  0.3844
H  2.291  1.381  0.226  0.2556


3.
DFT (the ωB97M-V functional and the def2-TZVPD basis) results for a 14-piece molecular cluster, C17H6Cl52O5S overall at a distorted geometry.

Computed properties:
HOMO ... -10.57 eV
Lowest unoccupied orbital energy ... -0.420 eV
Maximum force ... 8.56 eV Å⁻¹

Each line ends with the Mulliken charge.
Positions of all 81 atoms, in Å:
O  0.818  5.171  1.706  -0.2029
C  -0.325  5.177  1.001  0.2236
C  -0.944  6.635  0.465  -0.3782
C  -2.566  6.543  0.692  0.3924
C  -3.320  7.745  1.568  -0.3292
O  -4.779  7.545  1.292  -0.2136
S  -4.997  6.174  0.292  1.1134
O  -5.065  4.755  0.969  -0.5038
O  -6.261  6.262  -0.619  -0.5747
O  -3.448  6.323  -0.479  -0.4561
H  -0.973  4.236  0.746  0.0222
H  -0.603  6.729  -0.653  0.3300
H  -0.535  7.501  1.152  0.2418
H  -2.649  5.644  1.460  -0.0393
H  -2.854  8.778  1.269  0.3070
H  -3.257  7.467  2.727  0.2533
C  -1.361  0.767  -0.302  -0.0857
Cl  -2.597  2.023  -0.044  -0.0034
Cl  0.258  1.512  -0.275  0.2468
Cl  -1.474  -0.453  0.992  -0.0532
Cl  -1.629  -0.015  -1.880  -0.0320
C  1.339  -1.176  -4.473  -0.1081
Cl  2.714  -2.310  -4.454  0.0151
Cl  1.578  0.068  -3.220  0.0341
Cl  1.235  -0.396  -6.072  -0.0652
Cl  -0.169  -2.066  -4.147  0.1974
C  -2.861  -4.880  -4.646  0.2240
Cl  -1.127  -5.237  -4.442  -0.0020
Cl  -3.823  -6.058  -3.719  -0.0940
Cl  -3.203  -3.235  -4.052  -0.0874
Cl  -3.290  -4.989  -6.372  -0.0967
C  -1.361  2.610  3.870  -0.0310
Cl  -1.882  1.572  5.221  -0.1088
Cl  -0.632  4.103  4.515  0.0243
Cl  -0.159  1.741  2.882  0.1021
Cl  -2.770  3.025  2.862  0.0095
C  3.439  3.769  -0.905  0.1318
Cl  2.731  5.355  -1.301  -0.0883
Cl  3.130  3.391  0.808  -0.0280
Cl  2.700  2.515  -1.933  -0.0496
Cl  5.197  3.814  -1.195  -0.0944
C  -8.261  9.593  1.400  0.3237
Cl  -10.041  9.634  1.331  -0.1057
Cl  -7.731  9.618  3.101  -0.1115
Cl  -7.670  8.107  0.615  -0.0215
Cl  -7.601  11.015  0.552  -0.1122
C  1.759  -4.654  -1.102  0.0512
Cl  0.523  -3.398  -0.844  0.0085
Cl  3.378  -3.909  -1.075  -0.0778
Cl  1.646  -5.874  0.192  0.0322
Cl  1.491  -5.436  -2.680  -0.0004
C  -0.941  -9.101  1.757  0.3565
Cl  -1.524  -8.332  0.259  -0.0706
Cl  -0.957  -10.872  1.561  -0.1260
Cl  0.722  -8.556  2.096  -0.0584
Cl  -2.003  -8.644  3.112  -0.0905
C  2.959  -1.200  3.391  0.1803
Cl  2.376  -0.431  1.893  0.0412
Cl  2.943  -2.970  3.195  -0.0625
Cl  4.622  -0.655  3.729  -0.0991
Cl  1.897  -0.743  4.746  -0.0859
C  2.359  6.910  4.817  0.2601
Cl  3.486  7.485  6.072  -0.0992
Cl  2.616  7.839  3.319  -0.0766
Cl  2.653  5.181  4.502  -0.0252
Cl  0.683  7.136  5.376  -0.1104
C  2.659  -12.131  4.008  0.2899
Cl  2.138  -13.169  5.359  -0.1012
Cl  3.388  -10.638  4.653  -0.1018
Cl  3.861  -13.000  3.020  -0.0993
Cl  1.250  -11.716  3.000  0.0010
C  3.259  -3.456  -8.292  0.2687
Cl  1.992  -3.887  -7.116  -0.0121
Cl  3.243  -4.624  -9.637  -0.1017
Cl  2.952  -1.818  -8.923  -0.0918
Cl  4.851  -3.495  -7.491  -0.0923
C  5.359  -7.589  -2.241  0.2419
Cl  4.092  -8.020  -1.065  -0.0436
Cl  5.343  -8.757  -3.586  -0.0950
Cl  5.052  -5.951  -2.872  -0.0273
Cl  6.951  -7.627  -1.440  -0.0985


4.
DFT (the ωB97M-V functional and the def2-TZVPD basis) results for an isolated ion of composition CHO5S and charge -1 at a distorted geometry.

Computed properties:
HOMO (alpha / beta) ... -5.56 / -5.56 eV
Lowest unoccupied orbital energy (alpha / beta) ... 3.684 / 3.684 eV
Total charge ... -1
Energy relative to the best compared isomer or geometry (same formula, charge and spin) ... 140.26 kcal per mole
Maximum force ... 3.87 eV Å⁻¹

Each line ends with the Mulliken charge.
Positions of all 8 atoms, in Å:
C  -0.621  0.163  -0.012  -0.0563
O  1.179  0.335  1.479  -0.6093
O  1.857  -0.922  -0.545  -0.6076
O  1.400  1.539  -0.684  -0.6583
O  -1.249  -0.925  -0.141  0.0497
O  -2.507  -1.488  -0.051  -0.6107
S  1.200  0.265  0.054  1.1282
H  -1.259  1.033  -0.098  0.3644


5.
DFT (the ωB97M-V functional and the def2-TZVPD basis) results for one molecule with the formula C2H4I2N2O at a distorted geometry.

Computed properties:
HOMO ... -9.13 eV
Lowest unoccupied orbital energy ... -0.524 eV
Energy relative to the best compared isomer or geometry (same formula, charge and spin) ... 29.64 kcal per mole
Maximum force ... 4.50 eV Å⁻¹

Each line ends with the Mulliken charge.
Positions of all 11 atoms, in Å:
O  -0.918  2.181  -0.737  -0.4365
C  -0.672  1.316  0.048  -0.4719
C  0.136  0.071  -0.267  0.6844
N  -0.609  -1.120  -0.025  -0.6671
I  -2.653  -1.017  -0.048  0.1271
N  1.324  0.111  0.547  -0.6582
I  2.852  -1.110  -0.091  0.1387
H  -0.977  1.369  1.108  0.3706
H  0.699  0.240  -1.459  0.2557
H  -0.303  -1.905  -0.588  0.3228
H  1.121  -0.136  1.512  0.3343


6.
DFT (the ωB97M-V functional and the def2-TZVPD basis) results for C12H36Ba2NO9 as an isolated structure at a distorted geometry.

Computed properties:
HOMO ... -15.97 eV
Lowest unoccupied orbital energy ... -9.089 eV
Total charge ... +3
Energy relative to the best compared isomer or geometry (same formula, charge and spin) ... 10.07 kcal per mole
Maximum force ... 4.17 eV Å⁻¹

Each line ends with the Mulliken charge.
Positions of all 60 atoms, in Å:
Ba  3.325  -0.757  2.525  1.8283
Ba  -3.415  0.292  2.617  1.7966
N  -0.213  0.289  0.485  0.1127
O  0.827  -0.087  1.050  -0.3619
O  -1.094  0.773  1.182  -0.2472
O  -0.232  0.292  -0.784  -0.3814
C  4.517  -0.188  -2.238  -0.7813
C  4.566  0.737  -0.991  -0.4291
O  3.502  0.561  -0.092  -0.3582
H  5.176  0.265  -2.979  0.4072
H  3.502  -0.263  -2.628  0.1014
H  4.849  -1.213  -2.075  0.2324
H  4.462  1.795  -1.232  0.3152
H  5.544  0.623  -0.523  0.3704
H  2.709  0.892  -0.520  0.1367
C  1.981  -2.956  -0.829  -0.5968
C  2.070  -3.508  0.556  -0.6106
O  3.317  -3.246  1.174  -0.5183
H  2.093  -1.874  -0.886  0.1064
H  1.058  -3.255  -1.326  0.3125
H  2.846  -3.190  -1.450  0.4823
H  2.011  -4.589  0.435  0.4275
H  1.286  -3.170  1.233  0.2499
H  3.920  -3.964  0.966  0.2773
C  -0.335  2.854  4.680  -1.0889
C  -1.155  1.540  4.831  0.2717
O  -2.472  1.875  4.709  -0.6040
H  -0.653  3.444  3.821  0.2553
H  0.690  2.617  4.393  0.2671
H  -0.340  3.404  5.621  0.4105
H  -1.126  1.052  5.806  0.3493
H  -0.910  0.847  4.026  -0.1026
H  -2.767  2.340  5.495  0.2934
C  -2.357  4.462  0.843  -1.1495
C  -3.119  3.368  0.179  -0.1337
O  -3.708  2.632  1.224  -0.3060
H  -1.386  4.274  1.301  0.1918
H  -2.942  4.893  1.656  0.3270
H  -2.191  5.336  0.213  0.3911
H  -2.500  2.740  -0.463  0.0588
H  -3.897  3.826  -0.433  0.4460
H  -4.642  2.842  1.150  0.2338
C  1.348  -2.139  -4.516  -0.8076
C  0.111  -1.267  -4.323  -0.2465
O  -0.732  -1.639  -3.264  -0.3859
H  1.953  -1.917  -5.395  0.3866
H  1.045  -3.186  -4.533  0.3174
H  2.007  -2.154  -3.648  -0.0700
H  -0.506  -1.285  -5.222  0.2822
H  0.428  -0.241  -4.133  0.3399
H  -0.674  -0.822  -2.764  0.1428
C  -2.376  -2.156  -0.204  -0.9323
C  -3.414  -1.321  -0.885  -0.1664
O  -4.144  -0.474  -0.062  -0.4789
H  -2.870  -2.761  0.557  0.5125
H  -1.539  -1.704  0.327  -0.0716
H  -1.983  -2.945  -0.846  0.2912
H  -3.947  -2.010  -1.540  0.3586
H  -2.895  -0.675  -1.593  0.2530
H  -4.610  0.097  -0.676  0.2921